Record 1
126
Properties=species:S:1:pos:R:3:lowdin_spin:R:1 method="wB97M-V/def2-TZVPD" e_above_lowest_kj_mol=737.13 homo_ev="-3.904 / -3.905" e_tot_ha=-8430.01967 gap_ev="5.346 / 5.344" charge=-1 multiplicity=6
Li 0.90 2.60 -2.06 0.001
Li 3.22 0.13 2.27 0.001
Li -1.89 4.33 -1.94 0.000
Li 1.42 2.87 0.65 0.000
Li -1.32 3.78 0.76 0.003
Fe 0.14 0.18 -0.06 4.163
P -1.53 1.70 -0.73 0.029
O -2.47 2.76 -1.04 0.017
O -0.33 1.21 -1.56 0.125
O -1.78 0.32 -0.20 0.108
O -0.53 1.90 0.38 0.129
P 0.03 5.17 -0.60 0.000
O 0.62 6.62 -0.75 0.000
O 0.40 4.53 0.67 0.002
O 0.08 4.27 -1.78 0.002
O -1.50 5.35 -0.36 0.000
P 2.59 0.73 -0.15 0.019
O 1.72 -0.44 -0.69 0.140
O 3.96 0.52 0.55 0.017
O 1.57 0.86 1.09 0.134
O 2.15 2.02 -0.87 0.005
O 2.18 2.93 5.40 0.000
S 1.75 1.77 4.68 0.000
O 2.71 1.09 3.88 0.001
O 1.10 0.63 5.67 0.000
C 1.98 0.06 6.71 0.000
C 1.06 -0.48 7.88 0.000
C 0.19 2.05 3.76 0.000
H 2.51 0.88 7.20 0.000
H 2.65 -0.62 6.19 0.000
H 0.80 0.37 8.50 0.000
H 1.67 -0.93 8.66 0.000
H 0.19 -1.07 7.58 0.000
H -0.14 1.10 3.35 0.000
H 0.48 2.61 2.87 0.000
H -0.48 2.65 4.39 0.000
O 2.81 3.64 2.29 0.001
S 3.58 4.90 2.40 0.000
O 4.57 5.04 3.47 0.000
O 4.35 5.33 0.98 0.000
C 3.62 5.11 -0.22 0.000
C 4.57 4.28 -1.03 0.000
C 2.40 6.26 2.45 0.000
H 3.37 5.97 -0.84 0.000
H 2.62 4.71 -0.09 0.000
H 4.76 3.24 -0.80 0.000
H 5.53 4.78 -1.13 0.000
H 4.15 4.20 -2.04 0.000
H 1.77 6.06 3.31 0.000
H 1.73 6.13 1.60 0.000
H 2.83 7.26 2.55 0.000
O -3.06 4.37 -3.71 0.000
S -3.92 3.41 -4.36 0.000
O -5.35 3.24 -3.98 0.000
O -3.81 3.60 -6.03 0.000
C -2.53 3.89 -6.54 0.000
C -2.46 3.28 -7.88 0.000
C -3.16 1.84 -4.10 0.001
H -1.61 3.53 -6.07 0.000
H -2.42 4.97 -6.49 0.000
H -3.10 3.80 -8.60 0.000
H -2.91 2.30 -8.04 0.000
H -1.44 3.39 -8.24 0.000
H -2.26 1.92 -3.49 0.001
H -2.84 1.67 -5.13 0.000
H -3.78 1.05 -3.69 0.000
O -0.18 -3.50 1.50 0.001
S -0.81 -2.31 2.06 0.010
O -0.50 -0.95 1.50 0.039
O -2.43 -2.50 1.93 0.002
C -3.29 -1.35 2.21 0.001
C -3.98 -1.52 3.58 0.000
C -0.49 -2.16 3.90 0.005
H -3.85 -0.95 1.37 0.001
H -2.68 -0.47 2.45 0.000
H -4.83 -2.18 3.42 0.000
H -4.40 -0.56 3.88 0.000
H -3.45 -1.93 4.43 0.000
H -1.07 -2.88 4.48 0.001
H -0.66 -1.11 4.14 0.000
H 0.56 -2.41 4.05 0.000
O -3.55 -6.44 -4.86 0.000
S -4.64 -5.82 -4.08 0.000
O -5.74 -6.64 -3.50 0.000
O -4.02 -4.75 -3.01 0.000
C -4.87 -4.13 -2.07 0.000
C -4.04 -4.00 -0.74 0.000
C -5.51 -4.45 -5.09 0.000
H -5.67 -4.80 -1.77 0.000
H -5.16 -3.13 -2.39 0.000
H -3.36 -3.15 -0.74 0.000
H -3.44 -4.88 -0.51 0.000
H -4.71 -3.83 0.10 0.000
H -6.47 -4.20 -4.64 0.000
H -5.84 -4.80 -6.07 0.000
H -4.82 -3.61 -5.21 0.000
O 2.64 -4.44 2.79 0.000
S 3.10 -3.24 2.08 0.000
O 2.54 -1.88 2.18 0.000
O 4.70 -3.21 2.20 0.000
C 5.30 -3.68 3.42 0.000
C 6.45 -2.77 3.70 0.000
C 3.05 -3.78 0.35 0.000
H 5.60 -4.72 3.29 0.000
H 4.61 -3.64 4.27 0.000
H 6.14 -1.72 3.76 0.000
H 7.27 -2.85 2.99 0.000
H 7.01 -3.15 4.56 0.000
H 3.41 -4.79 0.19 0.000
H 3.72 -3.05 -0.10 0.000
H 2.01 -3.54 0.13 0.000
O -1.22 -3.97 -2.08 0.005
S -0.82 -2.56 -2.19 0.005
O -0.48 -1.63 -1.10 0.025
O 0.29 -2.48 -3.43 0.001
C 1.61 -2.69 -3.15 0.001
C 1.90 -4.20 -3.13 0.000
C -2.16 -1.60 -2.96 0.001
H 2.11 -2.20 -2.31 0.001
H 2.28 -2.43 -3.98 0.000
H 2.93 -4.39 -2.81 0.000
H 1.69 -4.58 -4.12 0.000
H 1.27 -4.67 -2.38 0.000
H -1.74 -0.64 -3.25 0.000
H -2.95 -1.52 -2.22 0.000
H -2.47 -2.18 -3.83 0.000

***

Record 2
13
Properties=species:S:1:pos:R:3:nbo_charge:R:1 method="wB97M-V/def2-TZVPD" e_above_lowest_kj_mol=254.35 homo_ev=-14.977 e_tot_ha=-248.73902 gap_ev=10.723 charge=+1 multiplicity=1
C -2.25 0.25 0.15 -0.331
C -1.00 0.21 -0.32 -0.103
C 1.35 -0.33 -0.44 0.124
N 0.04 -0.31 0.35 -0.579
O 2.21 0.48 0.26 -0.711
H -3.13 0.74 -0.28 0.261
H -2.46 -0.19 1.14 0.206
H -0.70 0.49 -1.32 0.222
H 1.81 -1.33 -0.51 0.220
H 1.01 0.10 -1.36 0.188
H 0.27 0.73 1.08 0.503
H -0.31 -1.06 1.00 0.472
H 3.15 0.22 0.25 0.528

***

Record 3
48
Properties=species:S:1:pos:R:3:nbo_charge:R:1 method="wB97M-V/def2-TZVPD" e_above_lowest_kj_mol=2248.60 homo_ev=-7.165 e_tot_ha=-1109.99237 gap_ev=7.611 charge=0 multiplicity=1
C -7.04 -1.87 0.02 -0.204
H -6.51 -2.60 0.64 0.172
H -6.78 -2.14 -1.11 0.138
H -8.10 -1.79 0.10 0.191
O -6.52 -0.77 -0.03 -0.500
C -5.25 -0.50 0.01 0.250
C -4.42 -1.57 -0.24 -0.357
C -3.00 -1.22 -0.70 -0.182
C -2.49 0.05 -0.47 -0.144
C -3.24 1.01 -0.01 -0.232
C -4.71 1.07 0.19 0.350
O -5.42 2.10 0.43 -0.457
C -6.65 1.79 0.79 -0.234
H -6.83 1.38 1.78 0.190
H -6.91 2.98 1.09 0.164
H -7.39 1.66 0.20 0.183
H -2.84 1.88 0.21 0.213
C -1.05 0.21 -0.47 0.100
N -0.37 1.51 -0.41 -0.028
O 0.83 1.42 -0.47 -0.321
C 1.23 0.03 -1.02 -0.003
C -0.14 -0.68 -0.83 -0.524
H -0.25 -1.04 -1.93 0.231
H -0.03 -1.56 -0.11 0.292
H 1.80 0.25 -2.13 0.234
C 2.32 -0.51 0.13 0.664
O 2.03 -1.81 0.64 -0.669
N 3.33 0.38 0.45 -0.451
C 3.55 1.47 0.04 -0.168
H 3.11 1.61 -0.92 0.214
C 5.14 1.78 -0.41 -0.354
H 5.63 1.93 0.42 0.179
H 5.26 2.53 -1.05 0.194
C 5.75 0.28 -0.96 -0.411
C 6.28 -0.60 0.15 -0.403
C 5.26 -1.05 0.97 -0.369
C 4.19 -0.31 1.35 -0.220
H 4.63 0.53 2.32 0.136
H 3.52 -0.84 2.23 0.283
H 4.59 -1.84 0.38 0.211
H 5.76 -1.90 1.90 0.221
H 6.81 -1.21 -0.09 0.180
H 6.83 0.00 0.86 0.181
H 5.01 -0.27 -1.54 0.195
H 6.51 0.76 -1.65 0.221
H 3.46 2.23 0.61 0.189
H -2.27 -2.18 -0.82 0.213
H -4.60 -2.58 -0.53 0.239

***

Record 4
10
Properties=species:S:1:pos:R:3:nbo_charge:R:1 method="wB97M-V/def2-TZVPD" e_above_lowest_kj_mol=56.16 homo_ev=-8.456 e_tot_ha=-624.40440 gap_ev=9.266 charge=0 smiles=Sc1ncc[nH]1 multiplicity=1
C 0.20 -0.05 -0.01 0.235
C -1.79 -0.76 0.06 -0.091
C -1.91 0.61 -0.02 -0.116
H 2.21 -1.15 0.39 0.151
H -2.56 -1.50 -0.06 0.210
H -2.78 1.17 -0.23 0.222
H -0.30 2.05 0.23 0.430
N -0.47 -1.14 -0.03 -0.481
N -0.59 1.08 0.04 -0.558
S 1.99 0.07 -0.03 -0.002